P:
A 2-piece molecular cluster, C4H12 overall. Source: OMol25; level of theory: ωB97M-V with the def2-TZVPD basis set.

LUMO level (eV): 1.2
HOMO energy (eV): -11.53

Each line ends with the Löwdin charge.
Element x y z (Å)
C1 0.16877 2.57775 0.74009  -0.17
C2 -0.76872 -1.35381 -0.75237  -0.16
C3 0.02950 -2.50967 -1.39659  -0.17
C4 0.52724 1.30696 1.52714  -0.17
H1 0.39357 -3.24413 -0.67112  0.06
H2 1.00063 2.70733 0.02940  0.06
H3 -0.57600 -1.16288 0.29250  0.04
H4 -0.72326 2.49974 0.13372  0.06
H5 -0.34451 0.92712 2.06442  0.06
H6 0.22636 3.46259 1.36015  0.05
H7 -0.58009 -3.03988 -2.12394  0.06
H8 0.73724 0.55321 0.77247  0.03
H9 0.92663 -2.12640 -1.86901  0.05
H10 1.38779 1.46686 2.16597  0.06
H11 -1.84563 -1.50994 -0.80467  0.06
H12 -0.55953 -0.55485 -1.46818  0.06



Q:
A 2-piece molecular cluster, C4H12 overall. Source: OMol25; level of theory: ωB97M-V with the def2-TZVPD basis set.

LUMO level (eV): 1.1
HOMO energy (eV): -11.28

Each line ends with the Löwdin charge.
Element x y z (Å)
C1 1.67889 -1.72050 1.76621  -0.16
C2 1.38777 -1.43158 0.28267  -0.17
C3 -1.76137 1.93271 -1.61760  -0.18
C4 -1.20039 1.20883 -0.41542  -0.17
H1 2.71696 -1.64202 2.07739  0.06
H2 1.18699 -1.00622 2.42970  0.06
H3 1.48648 -2.34441 -0.26721  0.05
H4 0.31976 -1.21524 0.26021  0.04
H5 -2.56445 2.60852 -1.30272  0.06
H6 1.83076 -0.60065 -0.25940  0.06
H7 -0.63451 1.86740 0.24363  0.07
H8 -2.02800 0.63476 0.00404  0.07
H9 -2.16190 1.32565 -2.42733  0.06
H10 -1.08282 2.65704 -2.07859  0.06
H11 -0.43736 0.44149 -0.59860  0.03
H12 1.26321 -2.71578 1.90299  0.06



R:
A 2-piece molecular cluster, C4H12 overall. Source: OMol25; level of theory: ωB97M-V with the def2-TZVPD basis set.

LUMO level (eV): 1.1
HOMO energy (eV): -11.13

Each line ends with the Löwdin charge.
Element x y z (Å)
C1 0.39856 -1.74170 1.02060  -0.12
C2 -0.50542 1.90629 -0.86873  -0.21
C3 0.58085 2.17256 0.17167  -0.19
C4 -0.37872 -2.42212 -0.24156  -0.13
H1 -1.47522 1.50088 -0.41522  0.07
H2 0.26507 -0.58288 1.01866  0.06
H3 0.39049 3.18772 0.61695  0.08
H4 0.23324 -2.42602 -1.14724  0.06
H5 -1.01517 -1.70361 -0.74191  0.03
H6 -0.99675 -3.22083 0.11792  0.05
H7 1.41531 -1.91450 0.97148  0.01
H8 1.64325 2.16587 -0.25663  0.09
H9 -0.93085 2.89312 -1.34875  0.09
H10 0.65690 1.33001 0.80445  0.00
H11 0.06981 -2.24981 1.94277  0.06
H12 -0.35137 1.10499 -1.64447  0.06



S:
A 2-piece molecular cluster, C4H12 overall. Source: OMol25; level of theory: ωB97M-V with the def2-TZVPD basis set.

LUMO level (eV): 1.1
HOMO energy (eV): -10.97

Each line ends with the Löwdin charge.
Element x y z (Å)
C1 -1.36664 -1.91866 0.64601  -0.17
C2 1.68362 0.91533 -1.37936  -0.16
C3 1.05399 1.42734 -0.09449  -0.18
C4 -1.39569 -0.41368 0.85272  -0.18
H1 0.94657 0.94253 -2.17656  0.06
H2 -2.00434 0.07668 1.60960  0.07
H3 -1.37920 -2.09864 -0.45933  0.07
H4 0.16075 2.03180 -0.29568  0.07
H5 -0.47721 -2.45587 1.01347  0.06
H6 -1.60597 0.05270 -0.10233  0.06
H7 1.82438 -0.17124 -1.37984  0.06
H8 0.84789 0.67418 0.65259  0.02
H9 -0.39263 -0.19278 1.21822  0.03
H10 2.56725 1.49845 -1.60710  0.06
H11 -2.22598 -2.44988 1.09765  0.06
H12 1.76320 2.08174 0.40442  0.06



How do the energies compare? Relative to the most stable structure, in kJ/mol: P 0.0; Q 10.2; R 96.9; S 42.1.



P:
A 2-piece molecular cluster, C4H12 overall. Source: OMol25; level of theory: ωB97M-V with the def2-TZVPD basis set.

LUMO level (eV): 1.2
HOMO energy (eV): -11.72

Each line ends with the Löwdin charge.
Element x y z (Å)
C1 -0.12127 0.92430 1.67446  -0.15
C2 -0.49065 -0.36581 -2.06153  -0.17
C3 0.93815 0.01256 -1.68375  -0.17
C4 -0.33440 -0.57226 2.02967  -0.15
H1 1.10069 -0.21400 -0.63276  0.03
H2 -1.01620 1.47144 1.95294  0.06
H3 1.62708 -0.61991 -2.23609  0.06
H4 0.69770 1.34498 2.26176  0.06
H5 -1.18729 0.45590 -1.87336  0.06
H6 -0.95356 -1.14804 -1.45244  0.06
H7 -0.61207 -0.61951 -3.10931  0.06
H8 1.13288 1.06335 -1.88764  0.07
H9 -1.40041 -0.75555 1.98961  0.06
H10 0.25037 -0.83506 2.90973  0.06
H11 0.15403 -1.21041 1.30156  0.04
H12 0.09831 1.08653 0.62858  0.03



Q:
A 2-piece molecular cluster, C4H12 overall. Source: OMol25; level of theory: ωB97M-V with the def2-TZVPD basis set.

LUMO level (eV): 1.1
HOMO energy (eV): -11.58

Each line ends with the Löwdin charge.
Element x y z (Å)
C1 0.80823 -1.40876 0.39505  -0.19
C2 -0.47490 1.64212 -0.28658  -0.18
C3 -1.15140 2.23384 -1.51980  -0.17
C4 0.71672 -2.48489 1.44502  -0.17
H1 0.22164 0.86000 -0.56761  0.02
H2 -1.12422 1.21652 0.47841  0.07
H3 -0.16592 -1.26557 -0.06947  0.06
H4 -0.09140 -2.30946 2.15653  0.06
H5 -1.85093 3.01844 -1.26161  0.06
H6 1.12892 -0.43750 0.75911  0.05
H7 0.13836 2.41835 0.18089  0.07
H8 1.56695 -1.62248 -0.36075  0.07
H9 1.67457 -2.58609 1.95852  0.06
H10 -1.49073 1.49032 -2.23412  0.06
H11 -0.38391 2.71159 -2.14684  0.06
H12 0.47802 -3.47641 1.07324  0.06



How do the energies compare? Relative to the most stable structure, in kJ/mol: P 7.1; Q 0.0.



P:
A 2-piece molecular cluster, C4H12 overall. Source: OMol25; level of theory: ωB97M-V with the def2-TZVPD basis set.

LUMO level (eV): 1.2
HOMO energy (eV): -11.45

Each line ends with the Löwdin charge.
Element x y z (Å)
C1 0.92506 1.67455 0.27608  -0.16
C2 1.16305 2.01853 -1.19045  -0.16
C3 -0.58077 -2.40731 0.14988  -0.16
C4 -1.50893 -1.35428 0.74987  -0.17
H1 -2.56288 -1.51459 0.54635  0.06
H2 2.09819 1.64554 -1.57832  0.06
H3 0.04789 1.10001 0.54863  0.03
H4 -1.13692 -3.28823 -0.16352  0.06
H5 -1.28099 -0.37734 0.33661  0.03
H6 1.08871 3.05000 -1.48647  0.05
H7 1.82158 1.20404 0.68179  0.06
H8 -1.38486 -1.21040 1.82117  0.06
H9 0.15572 -2.68215 0.90453  0.06
H10 0.79313 2.58153 0.88057  0.06
H11 0.00251 -2.02321 -0.67942  0.06
H12 0.35950 1.58330 -1.79731  0.06



Q:
A 2-piece molecular cluster, C4H12 overall. Source: OMol25; level of theory: ωB97M-V with the def2-TZVPD basis set.

LUMO level (eV): 1.1
HOMO energy (eV): -11.00

Each line ends with the Löwdin charge.
Element x y z (Å)
C1 -0.75204 1.45241 -0.94597  -0.19
C2 -1.32174 2.23130 -2.15605  -0.18
C3 1.07865 -1.53332 0.85762  -0.22
C4 1.04278 -2.21307 2.19391  -0.23
H1 -0.47149 2.15939 -0.13318  0.06
H2 -1.30974 0.71339 -0.50019  0.00
H3 -0.05590 -2.29938 2.51323  0.07
H4 1.68515 -0.62343 0.83472  0.05
H5 0.26433 0.89611 -1.19168  0.10
H6 1.41745 -1.54752 3.02844  0.07
H7 1.61514 -3.23848 2.15343  0.09
H8 1.28809 -2.12030 -0.10824  0.09
H9 -2.06945 1.58600 -2.65308  0.05
H10 -0.58298 2.41172 -2.99246  0.07
H11 -1.81241 3.22121 -1.80426  0.09
H12 -0.01586 -1.09603 0.90374  0.08



How do the energies compare? Relative to the most stable structure, in kJ/mol: P 0.0; Q 89.1.